Density functional theory data (the ωB97M-V functional and the def2-TZVPD basis) for 2 unconnected molecules or ions with the total composition C29H42F10IN5O4PS.

Element x y z (Å)
C1 3.6507 2.8043 0.3818
C2 4.2676 1.5934 1.2562
N1 3.8692 1.6524 2.6963
C3 2.4180 1.3838 2.8750
N2 1.8149 0.4448 1.9909
C4 0.4121 0.2453 2.2448
C5 -0.3473 -0.7564 1.2812
C6 0.5262 -1.4495 0.1038
C7 1.4090 -2.6282 0.7921
O1 1.9095 -2.5338 1.9287
F1 1.6541 -3.8631 0.0867
C8 -1.8599 -1.0355 1.4744
P1 -2.7037 -2.2094 0.2430
O2 -2.8987 -1.4251 -1.3029
O3 -1.7846 -3.6476 0.0793
C9 -2.6291 -0.3556 2.6595
C10 -4.1872 -0.5766 2.9420
C11 -4.4663 -1.5840 4.1956
C12 -4.3121 -3.0797 3.6185
C13 -5.5527 -4.0514 3.9110
C14 -6.9223 -3.5875 3.1564
F2 -6.7221 -2.4777 2.2769
F3 -7.7470 -3.0559 4.2331
C15 -7.7651 -4.7964 2.5369
F4 -7.6596 -5.9471 3.3899
F5 -9.1456 -4.4246 2.5580
S1 -7.3266 -5.3287 0.8035
F6 -5.7521 -4.7919 0.8899
F7 -7.8992 -3.9371 0.0934
F8 -8.8552 -6.0644 0.6975
F9 -6.7728 -6.8171 1.4139
F10 -6.9877 -5.9056 -0.7293
C16 -1.8612 0.6138 3.5898
I1 -2.9505 1.5597 5.2560
C17 -0.3187 0.9650 3.4014
N3 0.2328 1.9206 4.3279
C18 1.6163 2.0757 4.0185
C19 2.4542 3.0975 4.9729
N4 2.8393 4.3419 4.2472
C20 1.6315 5.1485 3.8538
H1 3.8105 3.7962 0.9266
H2 2.5088 2.6321 0.2769
H3 4.0919 2.7975 -0.6891
H4 5.4180 1.7367 1.2361
H5 4.0858 0.5620 0.7765
H6 4.3706 0.9629 3.2744
H7 -0.1153 -1.8566 -0.7456
H8 1.2555 -0.6580 -0.3073
H9 -3.8742 -1.2537 -1.3268
H10 -1.6298 -3.8901 -0.8628
H11 -4.6767 -0.9959 1.9817
H12 -4.7389 0.3952 3.1849
H13 -3.8103 -1.3484 5.0991
H14 -5.5629 -1.4378 4.5284
H15 -3.3754 -3.5332 4.1222
H16 -4.0988 -3.1079 2.4898
H17 -5.2997 -5.0797 3.4382
H18 -5.7913 -4.2157 5.0148
H19 3.4361 2.5538 5.2326
H20 1.8226 3.2873 5.9082
H21 3.3061 4.0596 3.3706
H22 1.2409 4.7072 2.8548
H23 0.8212 5.0520 4.6540
H24 1.8820 6.2430 3.6439
C21 4.3488 2.0887 -6.9934
C22 4.6515 1.8806 -5.4899
C23 4.7121 0.3741 -5.1444
C24 3.3471 -0.2878 -5.0253
C25 2.4683 0.4809 -4.0462
C26 2.3299 1.9733 -4.4172
N5 3.6537 2.6367 -4.6701
O4 4.2340 2.8784 -3.4523
C27 1.4080 2.0923 -5.6574
C28 1.5122 2.6801 -3.3045
C29 6.1013 2.4274 -5.3571
H25 3.3295 1.8621 -7.2897
H26 4.5447 3.1228 -7.2914
H27 4.9877 1.4461 -7.6091
H28 5.2390 0.2364 -4.1939
H29 5.3007 -0.1629 -5.8946
H30 2.8724 -0.3610 -6.0078
H31 3.4707 -1.3157 -4.6681
H32 1.4803 0.0088 -4.0054
H33 2.8946 0.3834 -3.0398
H34 1.4389 3.1061 -6.0723
H35 0.3668 1.8817 -5.3964
H36 1.6462 1.3812 -6.4479
H37 1.9704 2.5773 -2.3164
H38 0.5096 2.2501 -3.2177
H39 1.3928 3.7463 -3.5198
H40 6.1376 3.5070 -5.5334
H41 6.7601 1.9532 -6.0914
H42 6.5367 2.2272 -4.3745

Atoms 1-3, force components in eV/Å:
C -0.7061 -1.0424 0.2384
C 1.5604 0.2497 -1.0748
N -2.3633 -0.3596 -0.2997

As for the spin multiplicity: 2. As for the expectation value of S²: 0.755. As for the charge: 0.


Density functional theory data (the ωB97M-V functional and the def2-TZVPD basis) for 3 unconnected molecules or ions with the total composition C29H42F6N2O4S2Si.

Element x y z (Å)
C1 -1.7685 -1.5987 -1.2887
C2 -2.0740 -0.1515 -1.2113
C3 -1.0428 0.7931 -0.4002
C4 -0.9027 -0.0176 1.0179
N1 -0.4901 -0.6163 1.9944
C5 0.3370 0.7742 -1.2204
C6 1.5603 -0.0136 -0.5038
C7 1.5017 -1.6150 -0.6462
C8 2.9071 -2.2038 -0.0912
O1 3.1109 -3.4524 -0.0821
O2 3.8589 -1.2419 0.4203
C9 5.1785 -1.7957 0.1176
C10 6.3030 -0.6438 0.3482
C11 -1.6145 2.2450 0.0095
C12 -2.6395 1.8710 1.2328
N2 -3.3631 1.6739 2.1843
C13 -0.5526 3.2645 0.6519
F1 0.6345 2.6173 1.2035
F2 0.0032 4.1897 -0.3354
C14 -1.0879 4.1897 1.8513
C15 -0.7949 3.6390 3.3331
Si1 0.7066 4.3605 4.2503
C16 1.6422 5.7779 3.3825
C17 1.9919 2.9030 4.4307
C18 0.1919 4.7728 6.0834
C19 -1.2719 5.0502 6.5479
C20 -1.4700 5.3169 8.1022
C21 -0.2774 5.2901 9.1330
C22 1.2035 5.0373 8.6511
C23 1.3956 4.7763 7.1199
C24 -2.5658 2.9816 -1.0493
F3 -2.8311 4.3696 -0.6893
F4 -3.8823 2.3745 -0.9097
C25 -2.1554 3.0212 -2.5812
F5 -0.7709 3.1395 -2.8884
F6 -2.6780 1.9506 -3.4013
H1 -1.1899 -2.0886 -2.1487
H2 -2.1304 -2.2189 -0.3738
H3 -3.0563 0.1633 -1.6911
H4 0.2344 0.3992 -2.3146
H5 0.7243 1.8666 -1.3232
H6 2.5086 0.3180 -1.0924
H7 1.7632 0.3549 0.5782
H8 0.6846 -2.0755 0.0080
H9 1.3545 -1.9410 -1.7492
H10 5.1590 -2.0987 -0.9986
H11 5.4430 -2.6851 0.7868
H12 7.1483 -0.8552 -0.4190
H13 6.7302 -0.7253 1.4119
H14 5.8746 0.4066 0.1659
H15 -2.2021 4.4991 1.7447
H16 -0.5168 5.1988 1.7548
H17 -0.7422 2.4876 3.3098
H18 -1.7387 3.8844 3.9683
H19 2.1718 5.3083 2.4572
H20 2.4797 6.2464 4.0147
H21 0.9641 6.6122 2.9548
H22 3.0066 3.1537 3.9567
H23 2.1327 2.6256 5.5354
H24 1.5262 1.9615 3.9302
H25 -2.1453 5.0560 5.8034
H26 -2.5303 5.5177 8.4787
H27 -0.4288 5.4493 10.2565
H28 2.1092 4.9954 9.3454
H29 2.4641 4.5805 6.7480
H30 -2.6494 3.9729 -3.0315
C26 -1.9349 -6.0314 -4.3286
S1 -2.3913 -4.5148 -3.4626
O3 -1.1281 -3.7629 -3.1780
C27 -2.8981 -5.3217 -1.9284
H31 -1.5487 -5.7654 -5.3119
H32 -1.1639 -6.5632 -3.7681
H33 -2.8164 -6.6631 -4.4464
H34 -2.0665 -5.8978 -1.5180
H35 -3.7484 -5.9769 -2.1253
H36 -3.1934 -4.5520 -1.2136
C28 -1.0531 -9.1687 -8.8108
S2 -0.6631 -7.9029 -7.5830
O4 -1.7846 -7.8767 -6.5938
C29 -0.8860 -6.4946 -8.6918
H37 -1.0124 -10.1448 -8.3257
H38 -2.0554 -9.0038 -9.2107
H39 -0.3169 -9.1342 -9.6159
H40 -1.8989 -6.4975 -9.0990
H41 -0.1554 -6.5487 -9.5008
H42 -0.7269 -5.5775 -8.1225

Atoms 1-3, force components in eV/Å:
C -0.5769 1.5674 1.3200
C 0.3176 -1.5639 -0.2339
C -1.6774 -2.3076 1.5228

As for the charge: 0.


no.,highest occupied orbital energy (eV),LUMO (eV),frontier orbital gap (eV)
1,-8.59,-1.40,7.2
2,-7.53,-1.05,6.5